DFT (wB97M-V/def2-TZVPD) results for a molecular structure, C17H38BeNO5P at a distorted geometry.

Calculated values
HOMO level: -13.4 eV
Energy: -39642.4551 eV
Max |F|: 0.0333 hartree/bohr
Charge: +2

Cartesian coordinates (Å):
C -2.128 -4.013 -1.747
C -2.838 -3.507 -2.993
O -3.785 -2.440 -2.715
P -3.233 -0.975 -2.624
O -1.755 -0.909 -2.466
C -4.099 -0.245 -1.224
C -3.338 -0.558 0.078
C -3.408 0.521 1.169
C -2.289 1.553 1.124
C -2.046 2.212 -0.236
N -1.158 1.486 -1.120
O -1.117 0.970 1.700
C -0.121 1.876 2.084
C 1.133 1.800 1.195
C 2.456 1.853 1.956
C 2.584 0.767 3.040
C 4.137 0.478 3.348
C 4.484 -1.025 3.354
C 5.754 -1.254 2.560
O 5.390 -1.230 1.209
C 6.336 -1.866 0.334
O -3.682 -0.261 -3.960
C -3.298 1.123 -4.079
C -2.389 1.335 -5.289
H -2.263 -3.358 -0.892
H -1.074 -4.176 -1.947
H -2.547 -4.978 -1.468
H -3.437 -4.309 -3.409
H -2.147 -3.220 -3.778
H -4.299 0.811 -1.382
H -5.069 -0.741 -1.197
H -2.317 -0.864 -0.128
H -3.828 -1.438 0.492
H -3.309 0.013 2.126
H -4.359 1.047 1.143
H -2.595 2.371 1.785
H -1.612 3.202 -0.060
H -2.987 2.406 -0.754
H -0.790 0.622 -0.751
H -0.419 2.042 -1.521
H -0.480 2.906 2.074
H 0.118 1.663 3.132
H 1.105 0.938 0.532
H 1.125 2.677 0.551
H 3.258 1.689 1.239
H 2.637 2.859 2.369
H 2.114 -0.139 2.674
H 1.971 1.113 3.970
H 4.764 0.987 2.622
H 4.423 0.913 4.345
H 3.673 -1.573 2.882
H 4.573 -1.404 4.369
H 6.214 -2.194 2.870
H 6.500 -0.477 2.771
H 6.486 -1.211 -0.518
H 7.294 -2.010 0.826
H 5.942 -2.821 0.002
H -4.200 1.720 -4.183
H -2.781 1.479 -3.190
H -2.903 1.900 -6.057
H -2.104 0.357 -5.666
H -1.465 1.832 -5.007
Be 3.198 1.671 4.436

Atomic partial charges in e from the Mulliken method, atoms 1 to 4: -0.8208 -0.3790 -0.4025 0.8658